1.
{"formula": "C11H13BrN7O2Sr", "method": "the ωB97M-V functional and the def2-TZVPD basis", "symbols": ["C", "C", "N", "C", "C", "C", "H", "H", "N", "C", "C", "N", "C", "O", "H", "H", "H", "H", "N", "H", "Br", "O", "H", "H", "H", "H", "N", "C", "C", "N", "H", "H", "N", "Sr", "C"], "xyz": [[0.23658, 0.72678, 3.21384], [-1.56740, 3.63422, 0.80974], [-0.03884, 1.40519, 4.25431], [-2.27209, -1.34028, 0.04217], [-2.31919, 4.72176, 1.37857], [-4.44414, -2.51976, -0.11825], [-1.62186, 5.44749, 1.79238], [3.71755, -3.26913, -3.11027], [-0.99458, 3.66873, 3.90261], [4.75753, -0.21760, -2.04905], [3.54551, 0.13330, -1.50794], [2.45002, -0.60844, -1.50078], [4.84092, -1.47642, -2.64731], [6.00786, -1.83362, -3.17468], [-2.96918, -2.06329, 1.85056], [-2.92219, 4.33541, 2.19758], [-4.97113, -1.90623, 0.61477], [-2.94751, 5.17713, 0.61444], [-2.25804, -1.54403, 1.36957], [5.61480, 0.43767, -2.01818], [3.39142, 1.84642, -0.67610], [-1.33869, -0.71671, -0.52254], [-3.26724, -1.61386, -1.65537], [1.64758, -2.41684, -2.06983], [-5.13548, -2.74653, -0.92383], [5.97513, -2.71639, -3.56094], [-0.96150, 2.77366, 0.35164], [-0.54876, 2.61403, 4.06664], [2.54656, -1.81392, -2.07963], [0.48161, 0.00275, 2.31580], [-4.14316, -3.46244, 0.34226], [-1.46402, -1.19303, 1.89010], [-3.30355, -1.81342, -0.67086], [0.57462, 0.63376, -0.06308], [3.70087, -2.28637, -2.65835]], "forces_ev_per_a": [[-0.14, -0.28, 0.16], [0.29, -0.33, -0.15], [0.07, 0.13, -0.05], [0.00, -0.01, 0.12], [-0.21, 0.23, 0.12], [0.01, 0.01, 0.03], [-0.03, 0.02, 0.02], [0.00, 0.00, 0.00], [-0.04, 0.04, 0.06], [0.07, -0.02, -0.03], [0.21, -0.01, -0.08], [-0.05, 0.14, 0.09], [-0.30, 0.00, 0.10], [0.15, 0.07, -0.01], [-0.02, 0.01, -0.02], [0.00, 0.04, 0.02], [-0.01, -0.01, 0.00], [0.02, 0.01, 0.01], [0.09, 0.03, 0.01], [0.01, 0.00, 0.00], [0.18, 0.08, -0.05], [0.10, 0.00, -0.09], [0.00, 0.00, 0.01], [0.01, -0.02, -0.01], [0.00, 0.00, -0.01], [-0.03, -0.05, -0.01], [0.15, -0.11, -0.05], [0.01, -0.01, -0.11], [-0.01, -0.05, -0.02], [0.02, 0.10, -0.23], [0.00, 0.00, 0.00], [0.00, -0.01, 0.02], [-0.01, 0.00, -0.04], [-0.58, 0.02, 0.22], [0.06, -0.02, -0.03]], "charge": 1, "orbital_gap_ev": 8.557, "spin_multiplicity": 1, "e_homo_ev": -11.13, "de_lowest_kj_mol": 18.3, "energy_ev": -97019.9882}

2.
{"formula": "C4H11N3O", "method": "the ωB97M-V functional and the def2-TZVPD basis", "symbols": ["H", "H", "H", "N", "H", "H", "C", "C", "H", "C", "H", "H", "H", "N", "H", "N", "O", "C", "H"], "xyz": [[0.97965, -1.87998, -0.14057], [-1.65891, 0.16171, -1.57876], [1.18844, 2.07085, 0.57688], [0.37033, 1.92154, 1.15188], [2.45697, -0.90612, -1.77712], [-1.54658, -1.90773, -0.51010], [0.07003, 0.55552, 1.31180], [1.02201, -0.80333, -0.24209], [-0.17913, 0.82823, -1.64605], [1.77771, -0.26540, -1.23403], [-1.08516, -1.76277, 1.20160], [-2.43064, -0.78147, 0.56217], [1.94006, 0.80268, -1.32658], [-0.49488, -0.16425, 0.00058], [-0.70222, 0.42765, 2.08331], [-0.98593, 0.68656, -1.02744], [1.15058, -0.25650, 1.39244], [-1.45980, -1.22277, 0.33476], [-0.41254, 2.49559, 0.86731]], "forces_ev_per_a": [[-0.01, 0.01, 0.03], [0.03, -0.03, 0.05], [-0.02, -0.03, 0.00], [-0.03, -0.06, -0.03], [-0.03, -0.01, 0.04], [0.01, 0.03, 0.01], [-0.07, -0.29, -0.37], [-0.34, 0.32, 0.29], [-0.01, -0.02, 0.02], [-0.03, -0.01, 0.09], [0.02, 0.03, 0.00], [0.03, 0.01, -0.02], [-0.04, 0.02, 0.00], [0.30, 0.14, 0.17], [0.02, -0.03, -0.03], [0.15, -0.17, 0.20], [-0.15, -0.01, -0.38], [0.15, 0.14, -0.05], [0.04, -0.05, 0.01]], "orbital_gap_ev": 8.207, "spin_multiplicity": 1, "e_homo_ev": -7.49, "de_lowest_kj_mol": 472.9, "energy_ev": -10840.3101}

3.
{"formula": "C46H61MnN3O3P2SSi", "method": "the ωB97M-V functional and the def2-TZVPD basis", "symbols": ["S", "H", "C", "C", "N", "H", "C", "O", "P", "C", "C", "H", "C", "C", "H", "H", "H", "H", "H", "H", "P", "C", "H", "C", "H", "H", "C", "C", "H", "H", "H", "H", "H", "H", "H", "H", "C", "C", "H", "C", "H", "H", "Si", "H", "H", "C", "H", "H", "C", "N", "C", "H", "H", "H", "C", "H", "C", "C", "H", "H", "H", "C", "H", "C", "H", "C", "H", "H", "H", "H", "H", "C", "C", "C", "O", "H", "C", "C", "C", "C", "H", "H", "O", "H", "C", "H", "H", "C", "C", "C", "H", "H", "C", "H", "H", "C", "H", "H", "C", "H", "Mn", "C", "H", "H", "H", "C", "H", "C", "H", "C", "H", "C", "N", "C", "C", "C", "C", "H"], "xyz": [[8.39310, -2.62631, 3.50960], [-4.26829, -3.12629, -0.09643], [-0.54077, -1.28660, -5.52960], [-4.47763, 0.68160, -0.63886], [6.07407, -1.19752, 3.55435], [-3.38254, 4.02200, 1.54704], [2.01827, 0.60795, -2.46662], [8.78140, -3.25185, 4.75541], [0.19004, -1.18932, -1.36997], [-2.70249, -1.75738, -4.33819], [-3.84097, 3.07442, 1.83937], [-2.52026, 0.17303, 3.20409], [-3.28216, -1.25250, 0.21192], [2.42814, -1.14623, 1.74194], [-5.14109, 4.30833, 3.05097], [-1.33147, 5.75801, -1.00542], [5.11627, 1.58400, 5.17067], [-1.16470, 3.52157, -3.07735], [-3.11711, 3.87024, -0.75222], [1.43456, -3.69001, -2.47892], [-1.99175, 1.15617, 0.67521], [1.97285, -0.69169, -1.65382], [-2.67585, -0.58429, -2.52193], [3.64480, -1.16982, 2.37017], [-2.15029, 0.13254, -5.18079], [-3.38032, -3.69039, 2.08244], [1.77258, 0.71790, 2.90046], [0.50862, -5.31025, -1.45232], [0.21743, 2.79104, 0.73676], [-6.21852, -2.15424, -1.25237], [0.85059, 3.67351, -1.48865], [-2.57758, 1.57875, 5.08899], [2.28126, -0.41180, -0.64031], [-1.89157, 2.54737, 2.59958], [-0.88890, 1.85568, -1.27223], [-2.44655, 4.72840, -2.97073], [4.46435, 0.39174, -1.77940], [-2.11570, -1.40990, -2.96053], [0.90540, 4.96599, -0.28883], [0.03352, -1.78451, -4.19085], [1.08425, -6.05594, -1.98514], [-3.07997, 3.74703, 4.36230], [-1.75410, -2.03500, 1.10813], [0.01974, -0.40970, -5.86288], [-4.55710, 3.36000, 5.23015], [7.02613, 0.60447, 5.32748], [-3.12777, 2.57425, -1.96009], [7.45785, 1.30220, 6.03659], [-2.64482, -2.99626, 2.49646], [1.48579, -0.20242, 1.96412], [-0.76509, 5.08796, -1.66032], [-2.55649, -2.81936, -4.55291], [-4.24680, 1.03629, 5.02799], [3.21382, -2.43783, -1.41109], [7.28460, -1.25346, 4.07481], [-4.17018, 0.54778, 2.72733], [3.02336, -1.67911, -2.17295], [-5.49657, -0.13981, -1.09541], [3.16951, 2.06334, -1.34173], [4.37076, -0.74214, -3.59788], [-4.46656, 2.74410, 1.01176], [-2.74222, 2.04223, 2.12650], [3.61739, 1.94444, -3.03520], [4.33445, -0.93562, -2.52243], [1.11468, -1.64710, -4.20093], [-0.50180, 3.39077, 0.16468], [2.67164, -2.19585, -3.06506], [5.18380, -1.57468, -2.28184], [1.00132, 1.45498, 3.09262], [-3.18344, -2.29739, 3.13855], [-4.55383, 1.74438, -0.81786], [-2.48601, 3.25224, -1.39595], [-5.42457, -1.51032, -0.89407], [0.23556, 4.29058, -0.82490], [9.43226, -1.88283, 2.82256], [-2.52149, -1.08800, -6.38883], [2.96383, 0.76112, 3.58407], [0.01419, -2.98458, -1.02277], [-1.73108, 4.15074, -2.38215], [-3.24823, 0.98484, 3.11807], [-0.23498, 5.70868, -2.38502], [-0.39224, -2.06224, -6.28310], [7.56141, -3.44086, 2.64941], [3.11697, 1.53715, 4.32010], [-1.14367, -4.71735, 0.18168], [1.95412, 0.37603, -3.53233], [-5.58210, 2.60721, 3.05211], [0.71547, -3.96538, -1.72197], [-0.93743, -3.35698, -0.04408], [3.32912, 1.35730, -2.16111], [-1.05166, 4.01621, 0.87475], [-2.23761, -2.27071, -2.30292], [-4.73439, 3.29656, 3.07639], [-1.94877, -3.56496, 3.11594], [1.16393, 1.24785, -2.22208], [-4.32811, -2.05259, -0.24311], [-0.16522, -2.85090, -4.06950], [-1.87494, -5.02053, 0.92208], [-0.42862, -5.68806, -0.50466], [-0.55657, 0.04900, -3.27734], [-0.19574, -0.33129, 0.84598], [-2.03276, -0.92699, -5.42717], [2.16666, -1.91716, 1.02399], [5.42668, 0.84924, -2.00901], [4.37670, -1.93850, 2.15539], [-1.48024, 2.45717, -0.56658], [-6.34781, 0.29697, -1.60179], [-3.36925, 0.14172, 0.01656], [-0.59386, -6.73700, -0.29361], [5.28023, -0.19093, 3.93698], [-3.77828, -1.57593, -4.32455], [5.73637, 0.75886, 4.84498], [7.81194, -0.39959, 4.95077], [3.95796, -0.18220, 3.31165], [-0.62673, -1.02022, -3.04450], [-3.49370, 1.61986, 4.49565], [-3.94948, 3.08333, 4.36814], [4.45901, 0.20148, -0.70254]], "forces_ev_per_a": [[-0.07, 0.27, 0.09], [-0.05, 0.00, -0.04], [-0.04, 0.03, 0.04], [-0.07, 0.07, -0.03], [-0.56, 0.35, 0.03], [0.00, -0.01, -0.04], [0.06, 0.10, 0.17], [0.00, 0.04, 0.03], [0.49, -0.76, -1.34], [0.08, 0.13, -0.02], [-0.03, 0.00, 0.10], [-0.08, -0.07, 0.01], [0.42, 0.13, 0.05], [-0.29, 0.00, -0.06], [-0.08, -0.03, -0.04], [0.01, 0.04, -0.01], [0.07, 0.01, 0.02], [-0.03, 0.00, -0.04], [-0.04, -0.03, 0.01], [-0.01, -0.03, 0.02], [-1.34, 1.42, -0.41], [-0.25, -0.06, 0.14], [-0.06, 0.02, 0.08], [0.25, 0.01, 0.16], [-0.01, 0.02, -0.04], [-0.01, 0.00, 0.01], [-0.31, 0.06, -0.21], [0.03, 0.00, -0.05], [0.00, 0.07, 0.05], [0.00, 0.01, 0.01], [0.04, 0.00, 0.01], [-0.02, -0.05, 0.03], [0.05, 0.01, -0.07], [0.01, 0.02, -0.01], [0.01, 0.03, -0.04], [0.02, -0.04, -0.05], [-0.04, -0.02, -0.10], [0.02, -0.02, -0.06], [0.04, -0.04, -0.02], [0.06, 0.10, -0.05], [-0.02, -0.01, 0.00], [-0.01, 0.03, 0.05], [-1.31, -1.43, 0.18], [0.04, -0.03, -0.02], [0.05, 0.05, 0.02], [0.44, -0.46, -0.14], [-0.01, 0.06, 0.04], [-0.09, 0.06, 0.01], [0.35, 0.07, -0.18], [1.11, -0.03, 0.56], [0.09, -0.15, -0.09], [-0.03, 0.00, 0.00], [0.02, 0.00, 0.03], [-0.01, -0.02, -0.02], [0.76, -0.89, -0.36], [0.01, -0.03, -0.03], [0.10, 0.10, 0.01], [0.01, 0.09, 0.01], [-0.03, 0.03, -0.03], [0.01, -0.01, -0.01], [0.00, 0.03, -0.05], [0.29, -0.32, -0.03], [0.00, 0.02, 0.01], [-0.02, 0.01, 0.08], [-0.04, -0.08, 0.01], [0.12, -0.10, -0.20], [0.01, -0.04, 0.06], [0.02, -0.01, -0.09], [0.00, 0.01, 0.00], [0.02, 0.02, 0.01], [-0.04, -0.03, 0.06], [0.13, -0.04, -0.18], [-0.01, -0.10, -0.02], [-0.17, 0.12, 0.05], [-0.02, 0.01, 0.04], [0.00, 0.08, 0.00], [0.33, -0.06, 0.09], [-0.07, 0.03, 0.18], [-0.07, 0.13, 0.16], [0.12, 0.08, 0.07], [-0.03, 0.05, 0.03], [0.00, 0.01, -0.02], [-0.19, 0.04, -0.05], [-0.02, 0.02, -0.01], [-0.05, -0.01, -0.01], [-0.07, -0.02, 0.00], [-0.02, 0.01, 0.00], [0.00, 0.01, -0.04], [-0.13, 0.27, 0.06], [0.03, -0.11, 0.03], [-0.01, -0.03, 0.04], [-0.03, 0.00, 0.10], [0.12, 0.04, 0.05], [-0.02, 0.01, 0.02], [0.00, 0.04, -0.08], [0.00, 0.01, -0.05], [0.03, -0.02, 0.02], [0.05, -0.06, 0.00], [0.01, -0.01, 0.01], [0.01, 0.00, 0.03], [0.63, 0.72, 0.57], [0.00, -0.13, 0.03], [0.02, -0.02, 0.01], [0.02, -0.01, 0.08], [0.00, 0.01, 0.00], [-0.06, -0.25, 0.28], [0.00, -0.02, -0.02], [0.19, -0.25, -0.03], [-0.01, 0.00, 0.00], [1.19, -0.10, 0.48], [-0.01, -0.08, 0.01], [-0.63, 0.10, -0.16], [-0.39, 0.56, 0.24], [-0.83, 0.02, -0.40], [-0.12, 0.21, 0.31], [0.01, 0.09, -0.09], [-0.08, -0.09, -0.06], [0.03, 0.03, 0.01]], "orbital_gap_ev": [6.131, 5.893], "spin_multiplicity": 6, "s_squared": 8.77, "e_homo_ev": [-7.09, -7.09], "energy_ev": -127916.3560}

4.
{"formula": "C4H18N2O3", "method": "the ωB97M-V functional and the def2-TZVPD basis", "symbols": ["H", "H", "H", "H", "H", "H", "H", "N", "C", "C", "H", "H", "H", "H", "H", "O", "C", "H", "N", "O", "H", "H", "H", "C", "H", "H", "O"], "xyz": [[-3.03578, -0.61652, 0.20610], [-0.14488, -0.84799, 1.41691], [0.30685, 1.20751, -3.11432], [-0.37340, 1.80144, 1.15964], [-1.75425, -0.57160, -1.80427], [-2.16361, 1.14900, -1.37229], [-0.43229, -3.26889, 0.51236], [-0.83349, -2.38356, 0.07655], [0.26857, 1.72378, -2.08034], [-1.93610, -0.27498, 0.33666], [2.87826, -2.56044, 0.03904], [2.53103, 0.77121, 1.02375], [-0.51547, 2.39113, -2.25231], [-0.18304, -2.09128, -0.67790], [2.91003, -1.21473, 0.54844], [2.98347, -1.65015, -0.26508], [-1.41070, 0.23855, -1.07626], [-1.89997, 0.67596, 0.95300], [0.02876, 0.78457, -1.05042], [1.99689, 0.14654, 1.45144], [0.76112, -0.04107, -1.11057], [0.17319, 2.74441, 2.17558], [-1.49112, -1.76086, 1.91960], [-1.03091, -1.30150, 1.06896], [1.35641, 2.16180, -1.99171], [1.35647, 0.82216, 1.95731], [-0.34604, 1.96553, 1.95013]], "forces_ev_per_a": [[1.92, 0.42, 0.28], [1.16, 0.62, 0.16], [0.09, 0.52, 1.05], [-0.09, -2.45, -14.05], [1.40, 0.91, 0.32], [2.04, -1.91, 0.76], [-0.58, 1.73, -0.78], [1.40, -1.52, 0.34], [3.68, -1.49, -3.00], [-0.14, 1.87, 0.44], [0.07, -0.12, -0.52], [1.50, 1.29, -1.29], [-0.98, 1.61, 0.54], [-0.51, -0.35, 0.85], [-0.38, 1.50, 1.89], [0.25, -1.68, -1.63], [-1.87, 0.78, -0.01], [-0.71, -1.24, -0.38], [-0.87, -3.34, 1.07], [-2.98, 1.44, 2.95], [-2.02, 2.18, 0.29], [-0.26, -0.06, -0.52], [-0.68, 0.00, 0.50], [-1.36, -0.67, -2.45], [-2.31, -0.29, 0.06], [1.47, -2.46, -1.42], [0.74, 2.68, 14.55]], "orbital_gap_ev": 9.274, "spin_multiplicity": 1, "smiles": "CNCCCN.O.O.O", "e_homo_ev": -8.83, "de_lowest_kj_mol": 278.9, "energy_ev": -13559.9098}

What is the formula in the second record?
C4H11N3O